Formula: C5H7NO
Source: OMol25
Level of theory: the ωB97M-V functional and the def2-TZVPD basis

Each line ends with the natural charge from an NBO analysis.
Element x y z (Å)
C (0.39693, 2.09229, -0.22563)  -0.63
C (-0.05356, 0.65636, -0.23214)  -0.08
C (-0.97536, 0.10091, -1.02156)  0.11
O (-1.10472, -1.26645, -0.85071)  -0.46
C (-0.14933, -1.71057, 0.02753)  0.54
N (-0.18246, -2.88999, 0.50549)  -0.73
C (0.44094, -0.47795, 0.62415)  -0.54
H (0.28130, 2.54180, 0.76607)  0.22
H (-0.18820, 2.69183, -0.93407)  0.23
H (1.45272, 2.19874, -0.51000)  0.22
H (-1.66223, 0.52457, -1.74727)  0.21
H (-0.30110, -0.99923, 1.37605)  0.31
H (0.63041, -3.02686, 1.11077)  0.34
H (1.41467, -0.43546, 1.11132)  0.25

Its energy relative to the best compared isomer or geometry (same formula, charge and spin) is 237.7 kJ/mol. Its total energy is -324.6339 hartree. As for the SMILES: [H]/N=C1\CC(C)=CO1. The value obtained for the lowest unoccupied orbital energy is 0.731 eV.